This record from OMol25 describes a structure of composition C5H11NO2S. The level of theory is ωB97M-V/def2-TZVPD.

Summary:
HOMO energy: -8.382 eV
Charge: 0

XYZ file:
```
20
C5H11NO2S, DFT ωB97M-V/def2-TZVPD
C 2.277 1.342 0.987
H 1.375 1.931 0.478
H 2.627 1.772 1.703
H 3.073 1.209 0.118
S 1.829 -0.117 1.369
C 1.396 -1.008 0.013
C 0.287 -0.250 -0.624
H 0.059 -0.975 -1.823
H 0.647 0.574 -1.184
C -1.064 -0.155 0.008
N -1.966 -1.519 0.050
H -1.568 -2.190 0.550
H -2.025 -1.513 -1.057
H -0.788 -0.118 1.108
C -1.736 1.076 -0.508
O -1.198 2.108 -0.597
O -3.129 1.128 -0.268
H -3.283 0.090 0.067
H 0.953 -2.198 0.144
H 2.235 -1.188 -0.532
```

Atom charges from the natural (NBO) analysis, given in e for atoms 1 to 6:
1 C -0.785
2 H 0.219
3 H 0.214
4 H 0.197
5 S 0.316
6 C -0.601

=====

This record from OMol25 describes a cluster of 2 separate species, C5H11NO3 in total. The level of theory is ωB97M-V/def2-TZVPD.

Summary:
HOMO energy: -9.289 eV
SMILES string: CNC(C)=O.CC(=O)O
Charge: 0

XYZ file:
```
20
C5H11NO3, DFT ωB97M-V/def2-TZVPD
C -1.131 1.923 -0.435
N -0.339 0.701 -0.513
C 1.113 0.777 -0.721
C 2.031 0.563 0.451
O 1.515 1.393 -1.697
H -1.120 2.400 -1.416
H -0.719 2.583 0.328
H -2.171 1.685 -0.210
H -0.682 0.054 -1.218
H 2.643 1.455 0.610
H 1.513 0.347 1.384
H 2.713 -0.237 0.154
C 0.217 -2.104 0.037
C -0.957 -1.007 0.702
O -0.929 -0.747 1.891
O -2.132 -1.283 0.073
H 0.048 -2.960 0.693
H -0.090 -2.353 -0.981
H 1.289 -1.925 0.097
H -2.812 -1.264 0.771
```

Atom charges from the natural (NBO) analysis, given in e for atoms 1 to 6:
1 C -0.401
2 N -0.676
3 C 0.722
4 C -0.737
5 O -0.522
6 H 0.198

=====

HOMO-LUMO gap? In order: 8.788, 9.909 eV.